Below is C29H26ClO15PPrS2 as an isolated structure at a distorted geometry, with properties calculated with ωB97M-V with the def2-TZVPD basis set.

Cartesian coordinates (Å):
1 Pr -0.398 0.213 0.716
2 O -1.857 -1.001 4.739
3 C -1.842 -0.322 3.612
4 O -0.872 -0.267 2.889
5 C -3.114 0.364 3.135
6 O -3.195 0.096 1.753
7 C -3.650 -1.224 1.471
8 C -3.036 -1.694 0.084
9 O -3.747 -2.382 -0.631
10 O -1.849 -1.320 -0.092
11 H -1.006 -1.506 4.781
12 H -2.957 1.447 3.227
13 H -4.010 0.033 3.678
14 H -4.748 -1.241 1.439
15 H -3.293 -1.937 2.228
16 O 1.008 2.007 -0.203
17 S 1.352 2.466 1.145
18 O 1.348 3.887 1.359
19 O 0.639 1.682 2.158
20 C 3.034 1.878 1.384
21 C 3.837 2.569 2.269
22 C 5.037 2.022 2.690
23 C 5.391 0.761 2.238
24 C 4.591 0.075 1.338
25 C 3.402 0.635 0.873
26 P 2.225 -0.268 -0.216
27 C 2.419 0.517 -1.864
28 C 1.414 0.177 -2.765
29 C 1.350 0.792 -4.000
30 C 2.308 1.732 -4.350
31 C 3.331 2.042 -3.472
32 C 3.389 1.439 -2.225
33 C 3.122 -1.818 -0.651
34 C 4.401 -1.848 -1.200
35 C 4.964 -3.047 -1.599
36 C 4.252 -4.229 -1.458
37 C 2.965 -4.204 -0.946
38 C 2.397 -3.001 -0.559
39 H 3.482 3.523 2.628
40 H 5.671 2.554 3.386
41 H 6.293 0.293 2.606
42 H 4.873 -0.923 1.038
43 H 0.663 -0.551 -2.464
44 H 0.541 0.556 -4.676
45 H 2.255 2.228 -5.309
46 H 4.077 2.775 -3.752
47 H 4.172 1.705 -1.528
48 H 4.951 -0.927 -1.332
49 H 5.958 -3.058 -2.026
50 H 4.698 -5.167 -1.759
51 H 2.400 -5.119 -0.848
52 H 1.381 -2.970 -0.187
53 O 1.744 -0.953 2.455
54 Cl 1.047 -2.186 2.562
55 O 0.405 -2.289 3.839
56 O 1.960 -3.263 2.448
57 O 0.067 -2.272 1.526
58 C -7.539 0.316 -1.680
59 C -6.123 0.733 -1.407
60 C -5.795 1.529 -0.319
61 C -4.487 1.938 -0.111
62 C -3.499 1.539 -0.988
63 C -3.804 0.722 -2.060
64 C -5.110 0.321 -2.265
65 S -1.788 2.039 -0.749
66 O -1.638 3.303 -1.420
67 O -1.613 2.081 0.715
68 O -1.029 0.920 -1.330
69 H -8.220 0.702 -0.927
70 H -7.609 -0.769 -1.697
71 H -7.857 0.687 -2.654
72 H -6.566 1.831 0.375
73 H -4.208 2.557 0.728
74 H -2.999 0.400 -2.703
75 H -5.354 -0.329 -3.091

As for the multiplicity: 3. The value obtained for the HOMO-LUMO gap (alpha / beta) is 0.31742 / 0.32461 Eh. The calculation puts the lowest unoccupied orbital energy (alpha / beta) at 2.38 / 2.38 eV. Its expectation value of S² is 2.002. Its charge is -1.

Below is C29H26CrF10N5OS as an isolated structure at a distorted geometry, with properties calculated with ωB97M-V with the def2-TZVPD basis set.

Cartesian coordinates (Å):
1 Cr 0.614 0.928 -1.251
2 C 2.746 0.078 -3.163
3 N 1.979 1.284 -2.808
4 C 2.905 2.386 -2.475
5 C 3.148 2.352 -0.979
6 N 1.826 2.288 -0.383
7 C 1.690 2.619 0.938
8 C 2.653 2.436 1.944
9 F 3.831 1.859 1.656
10 C 2.422 2.784 3.262
11 F 3.366 2.558 4.178
12 C 1.219 3.343 3.648
13 F 1.013 3.693 4.920
14 C 0.246 3.568 2.687
15 F -0.898 4.157 3.036
16 C 0.495 3.235 1.376
17 F -0.399 3.581 0.439
18 C 1.077 1.687 -3.898
19 C -0.008 0.654 -4.117
20 N -0.426 0.086 -2.834
21 C -1.540 -0.709 -2.890
22 C -1.840 -1.635 -1.861
23 F -0.872 -1.919 -0.982
24 C -3.011 -2.345 -1.744
25 F -3.198 -3.150 -0.694
26 C -3.967 -2.266 -2.740
27 F -5.119 -2.934 -2.648
28 C -3.658 -1.519 -3.857
29 F -4.498 -1.508 -4.894
30 C -2.491 -0.778 -3.936
31 F -2.317 -0.122 -5.105
32 H 3.267 0.212 -4.117
33 H 2.080 -0.781 -3.229
34 H 3.476 -0.130 -2.383
35 H 2.429 3.336 -2.716
36 H 3.831 2.306 -3.052
37 H 3.674 3.262 -0.677
38 H 3.781 1.496 -0.710
39 H 1.631 1.857 -4.828
40 H 0.613 2.631 -3.597
41 H 0.353 -0.142 -4.782
42 H -0.827 1.154 -4.632
43 C -0.796 -3.607 2.429
44 C 0.495 -2.945 2.901
45 N 1.317 -2.401 1.818
46 C 2.392 -3.237 1.284
47 C 1.964 -4.049 0.059
48 C 0.945 -1.254 1.229
49 S 1.944 -0.660 -0.070
50 N -0.115 -0.656 1.754
51 C -0.885 0.267 1.206
52 O -0.729 0.786 0.060
53 C -2.069 0.675 1.992
54 C -2.918 1.656 1.481
55 C -4.048 2.036 2.184
56 C -4.347 1.430 3.395
57 C -3.509 0.448 3.906
58 C -2.371 0.075 3.214
59 H -1.322 -4.019 3.292
60 H -0.601 -4.417 1.728
61 H -1.445 -2.879 1.945
62 H 1.110 -3.667 3.439
63 H 0.253 -2.125 3.574
64 H 2.701 -3.917 2.077
65 H 3.239 -2.597 1.038
66 H 1.239 -4.812 0.342
67 H 2.828 -4.535 -0.396
68 H 1.509 -3.397 -0.683
69 H -2.678 2.111 0.531
70 H -4.699 2.799 1.779
71 H -5.238 1.718 3.939
72 H -3.747 -0.031 4.847
73 H -1.715 -0.689 3.603

As for the multiplicity: 4. The value obtained for the HOMO-LUMO gap (alpha / beta) is 0.24546 / 0.26905 Eh. The calculation puts the lowest unoccupied orbital energy (alpha / beta) at -0.73 / -0.39 eV. Its expectation value of S² is 3.812. Its charge is 0.

Below is C29H26GeN3O3SSn as an isolated structure, with properties calculated with ωB97M-V with the def2-TZVPD basis set.

Cartesian coordinates (Å):
1 Sn -1.959 3.583 -1.834
2 N -3.353 0.525 -4.658
3 C -3.466 1.096 -3.480
4 S -3.948 2.721 -3.327
5 N -3.096 0.263 -2.445
6 N -3.492 0.524 -1.292
7 C -3.971 -0.089 -0.259
8 C -3.864 0.577 0.983
9 C -4.389 0.224 2.234
10 C -4.254 1.122 3.262
11 C -3.623 2.361 3.044
12 C -3.108 2.726 1.818
13 C -3.207 1.799 0.783
14 O -2.777 1.946 -0.466
15 H -3.564 1.054 -5.490
16 H -3.095 -0.448 -4.732
17 H -4.451 -1.045 -0.424
18 H -4.889 -0.725 2.373
19 H -4.647 0.889 4.241
20 H -3.532 3.054 3.870
21 H -2.624 3.681 1.663
22 O 1.231 2.039 -1.870
23 C 0.275 1.529 -2.393
24 O -0.823 2.225 -2.725
25 C 0.190 0.055 -2.704
26 C -0.023 -0.732 -1.411
27 Ge 1.441 -0.699 -0.090
28 C 0.902 -2.097 1.170
29 C 0.859 -1.857 2.543
30 C 0.474 -2.854 3.432
31 C 0.128 -4.111 2.960
32 C 0.168 -4.370 1.596
33 C 0.550 -3.370 0.713
34 C 1.598 0.957 0.912
35 C 0.486 1.566 1.493
36 C 0.615 2.763 2.186
37 C 1.858 3.370 2.302
38 C 2.972 2.771 1.735
39 C 2.840 1.572 1.047
40 C 3.110 -1.174 -0.963
41 C 3.715 -0.310 -1.880
42 C 4.885 -0.679 -2.529
43 C 5.466 -1.913 -2.271
44 C 4.880 -2.775 -1.356
45 C 3.710 -2.406 -0.705
46 H 1.125 -0.254 -3.174
47 H -0.626 -0.114 -3.408
48 H -0.158 -1.789 -1.648
49 H -0.941 -0.406 -0.910
50 H 1.135 -0.882 2.927
51 H 0.453 -2.651 4.495
52 H -0.166 -4.890 3.651
53 H -0.090 -5.353 1.224
54 H 0.587 -3.597 -0.348
55 H -0.490 1.090 1.427
56 H -0.249 3.217 2.654
57 H 1.959 4.301 2.845
58 H 3.944 3.236 1.828
59 H 3.717 1.114 0.604
60 H 3.274 0.660 -2.078
61 H 5.347 -0.002 -3.236
62 H 6.378 -2.200 -2.778
63 H 5.336 -3.734 -1.145
64 H 3.268 -3.084 0.017

As for the multiplicity: 1. The value obtained for the HOMO-LUMO gap is 0.22668 Eh. The calculation puts the lowest unoccupied orbital energy at -4.78 eV. Its charge is +1.

DFT total energy: -4364.245039; -3911.032149; -4199.828478 (Eh)
ΔE to the lowest compared entry with this formula, charge and spin: 92.8; 0.0; 75.0 (kJ/mol)